# 1
C60H117Br12N7O7 as an isolated structure. Source: OMol25; level of theory: ωB97M-V/def2-TZVPD.

XYZ file:
```
203
Properties=species:S:1:pos:R:3:forces:R:3
C 4.8714 -6.1171 7.3640 1.3451 0.2056 -1.3647
Br 4.2230 -5.5257 5.5220 0.5680 0.0951 1.7173
Br 6.4678 -5.0045 8.1543 -2.0379 -1.0864 -0.9867
Br 5.4981 -7.9517 7.0414 -0.3396 0.8088 0.6640
H 4.0097 -6.0689 8.0298 0.4547 -0.0090 -0.0261
C -6.1056 1.5887 -7.1116 -1.6779 -0.7148 -0.4654
Br -7.2199 3.2318 -7.2505 1.0697 -0.7146 0.5837
Br -6.9937 0.3682 -8.4475 0.8831 0.4188 0.6592
Br -6.1357 0.6690 -5.3623 0.0972 0.8821 -0.9347
H -5.0756 1.7533 -7.4279 -0.3718 0.1302 0.1599
C 2.4881 -0.6688 10.8707 -0.4046 -0.0879 0.1789
Br 2.3563 -0.8008 8.8691 0.0413 -0.0326 1.7565
Br 1.5960 -2.0782 11.9223 0.3722 0.0770 -0.8938
Br 1.7718 0.9836 11.5829 0.2102 0.0758 -0.5273
H 3.5308 -0.7067 11.1860 -0.2217 -0.0448 -0.5253
C 8.9944 2.7986 4.0736 -0.5161 0.1103 0.8520
Br 8.5944 0.9208 3.6544 0.2233 0.9647 0.2837
Br 10.8724 3.1372 4.3863 -0.4353 -0.2237 -0.2226
Br 7.9572 3.4606 5.6815 0.5790 -0.5990 -1.1528
H 8.6538 3.4130 3.2402 0.1455 -0.2552 0.2394
C -5.0173 0.5107 10.8186 0.6676 -0.2318 1.5416
C -5.7144 0.5923 9.4811 0.7779 0.3861 -1.1639
C -4.5887 0.4573 8.4164 0.1344 -0.3960 -0.0106
C -4.1008 -0.9635 8.2616 -0.5756 -0.1439 -0.2279
C -5.2006 -2.0026 7.8762 0.9526 1.5146 1.0109
C -6.4147 -1.9915 8.9470 4.3392 2.0212 -0.3935
N -6.7555 -0.4628 9.2296 -4.4783 -0.2260 2.1489
O -8.0402 -0.1958 9.9043 5.3998 -1.4040 -2.7661
C -7.4597 -2.7775 8.2535 -1.7139 0.7892 1.2444
C -5.9039 -2.6704 10.2526 -1.1740 -1.1437 -0.5495
C -6.2589 2.0027 9.3201 -0.7356 0.6212 -0.4592
H -5.6961 0.4816 11.6709 -0.1936 -0.3542 -0.1252
H -4.3539 1.3426 11.0552 -0.4387 0.8297 -0.6232
H -4.2422 -0.2492 10.9182 -0.5902 -0.7626 -0.1409
H -4.7521 0.8861 7.4277 -1.0049 -0.0550 -0.0541
H -3.7083 1.0277 8.7124 -0.1234 0.2428 0.6057
H -3.6822 -1.2772 9.2179 0.2260 -0.1738 -0.0751
H -3.2848 -0.8541 7.5473 0.0778 -0.7862 -0.1617
H -4.6378 -2.9343 7.8200 -0.5832 -0.5335 0.5121
H -5.5529 -1.8753 6.8526 -0.3191 0.4790 0.0990
H -8.2842 -2.6264 8.9503 -0.8806 -0.5372 -0.5206
H -7.6837 -2.3432 7.2791 -0.1233 -0.1507 0.1210
H -7.2168 -3.8379 8.1852 0.1632 0.1903 -0.0060
H -5.0446 -2.3790 10.8565 0.0112 0.7335 -0.7006
H -6.7240 -2.8118 10.9566 -0.2093 0.2289 0.0079
H -5.6981 -3.6716 9.8738 0.2658 -0.2968 0.3145
H -6.8306 2.4255 10.1463 0.0550 -0.4289 0.2110
H -6.8863 2.1199 8.4365 -0.1164 -0.3508 -0.0680
H -5.4219 2.6748 9.1312 0.2012 -0.0605 0.2308
C -2.0990 -9.1190 3.9962 -1.4444 0.5069 -0.8887
C -2.0642 -10.3244 3.0635 0.1320 -2.5652 0.4745
C -2.8857 -11.5607 3.6749 1.4354 0.0895 -0.4779
C -4.3846 -11.5455 3.4746 0.5226 0.0316 0.3609
C -4.7108 -11.3900 1.9724 -1.1930 -0.2585 2.1027
C -4.0949 -10.1343 1.3514 -0.8475 -2.1451 -1.7460
N -2.6039 -10.1950 1.6222 2.8619 3.9205 -1.8989
O -1.7489 -9.3996 0.6952 -3.6397 -3.1166 3.8814
C -4.3387 -10.4626 -0.1941 1.2415 1.4694 0.0913
C -4.9375 -8.9350 1.8177 1.6259 1.1429 0.4139
C -0.5481 -10.7605 3.0790 -0.8009 -0.4530 -1.7968
H -2.3471 -8.2846 3.3401 0.9037 0.6337 0.2751
H -1.1615 -9.0949 4.5517 -0.2453 0.6547 -0.1933
H -2.9391 -9.0972 4.6904 -0.0428 -0.4655 0.1867
H -2.5118 -12.4851 3.2348 0.0701 0.0289 -0.7542
H -2.4930 -11.7326 4.6771 -0.5416 0.6002 0.5285
H -4.8585 -10.7839 4.0938 0.0621 0.6788 -0.3669
H -4.8404 -12.4167 3.9452 0.1494 -0.5231 -0.4855
H -5.7928 -11.2714 2.0306 -0.2518 0.4283 -0.6009
H -4.6376 -12.2998 1.3767 0.8859 -0.0395 0.1687
H -5.3536 -10.8062 -0.3943 0.1643 -0.2743 0.3088
H -4.1584 -9.6436 -0.8903 -0.2342 0.6907 0.4257
H -3.5480 -11.1162 -0.5623 -0.3562 -0.7310 0.4433
H -5.0253 -8.8006 2.8958 0.1571 -0.6138 0.2545
H -4.3633 -8.0489 1.5473 -0.3673 0.3378 -0.4708
H -5.9642 -8.8794 1.4558 0.3021 -0.3319 -0.5224
H 0.0718 -10.0627 2.5160 -0.1278 0.2371 0.1435
H -0.4784 -11.7011 2.5326 0.1353 -0.1351 -0.0317
H -0.0973 -10.9233 4.0580 -0.5539 0.2050 0.1752
C 6.2433 1.7969 -8.1485 0.6911 0.8305 -1.8992
C 6.0902 2.1050 -9.7347 -1.9589 -1.9170 1.9957
C 4.5574 2.2367 -10.0211 -0.0955 -0.2653 -0.6963
C 3.8322 3.4863 -9.5796 1.2919 -0.4931 -0.7316
C 4.6142 4.6502 -10.1942 -0.7453 0.2074 1.7039
C 6.1599 4.6589 -9.7894 -2.4383 0.5627 -0.6421
N 6.7549 3.3564 -10.1532 4.2220 -1.4383 0.9687
O 8.1595 3.2603 -10.0837 -4.6956 0.6239 -0.2600
C 6.7623 5.7177 -10.6771 0.0185 0.1369 -0.5344
C 6.3004 5.0368 -8.3088 0.5486 0.3084 0.1429
C 6.5370 0.8188 -10.5369 0.1188 1.6257 -0.6650
H 5.5729 0.9818 -7.8760 0.1946 -0.0097 -0.0582
H 6.0501 2.6796 -7.5389 -0.1180 -0.2447 -0.0789
H 7.2982 1.5418 -8.0474 -0.0853 -0.2433 0.4319
H 4.4603 2.2012 -11.1062 0.0020 0.0911 -0.3243
H 3.9052 1.4238 -9.7017 0.8511 -0.7115 0.3808
H 3.7772 3.5387 -8.4922 -0.0155 0.1807 0.0504
H 2.8260 3.3626 -9.9800 -0.1327 0.5465 0.1117
H 4.0986 5.4918 -9.7316 0.6690 0.7877 -0.0199
H 4.3799 4.7753 -11.2514 0.5692 -0.4446 -0.1795
H 6.3378 6.7003 -10.4713 0.2668 0.0333 0.5084
H 7.8509 5.6990 -10.6251 -0.1122 0.2198 -0.1636
H 6.3786 5.5257 -11.6792 0.6598 -0.1950 -0.2884
H 7.3334 4.7984 -8.0554 -0.0919 -0.1715 0.5107
H 6.1886 6.1064 -8.1313 0.0977 0.2277 -0.6018
H 5.5730 4.6450 -7.5979 0.1926 -0.6508 -0.2702
H 5.8929 -0.0577 -10.4663 -0.2390 0.2890 0.7212
H 7.5724 0.4995 -10.4178 -0.0466 0.3189 0.2331
H 6.3940 1.1490 -11.5657 0.3797 -0.2054 -0.3458
C 7.6888 -7.2029 -3.7740 0.8650 0.8301 -0.1337
C 7.5536 -5.6595 -4.2208 -2.3530 -2.3836 0.5594
C 6.7446 -4.9219 -3.1712 -0.0350 0.0291 0.5060
C 7.4875 -4.5485 -1.8646 0.3768 1.5090 -1.4906
C 8.7987 -3.7477 -2.2278 -1.3567 -1.1640 -1.2029
C 9.7114 -4.5036 -3.2787 -1.4334 0.3229 1.5816
N 8.8195 -4.9509 -4.4063 2.8918 -2.1775 -4.0100
O 9.5411 -5.4211 -5.5613 -2.4751 1.8317 4.2409
C 10.7578 -3.4951 -3.7508 -0.4462 -0.4216 -0.6020
C 10.2802 -5.6391 -2.4421 0.6902 -0.4914 -0.2888
C 6.6003 -5.6748 -5.5217 2.7358 0.0979 0.4372
H 7.6922 -7.3685 -2.6967 0.2866 0.4865 0.1866
H 8.6354 -7.5712 -4.1694 -0.0790 -0.2380 -0.0611
H 6.8830 -7.8676 -4.0855 -0.1397 0.4507 -0.6114
H 6.3384 -4.1395 -3.8123 0.0189 1.1231 0.9961
H 5.8629 -5.4767 -2.8502 0.0128 -0.4553 -0.3852
H 7.6272 -5.4148 -1.2180 0.1976 -0.0158 -0.1629
H 6.8317 -3.8533 -1.3406 0.0232 -0.0480 0.2925
H 9.3377 -3.4910 -1.3158 0.2352 0.1532 -0.3151
H 8.4738 -2.8833 -2.8068 -0.1184 0.5243 0.5584
H 10.9150 -2.8096 -2.9181 0.5829 -0.1243 -0.0924
H 11.6498 -3.9850 -4.1412 0.1527 0.0932 0.3999
H 10.3811 -2.9082 -4.5885 -0.2387 0.0187 0.0621
H 10.9152 -5.2138 -1.6650 0.1541 0.1732 -0.0781
H 9.5124 -6.1867 -1.8956 -0.0052 -0.1056 -0.3432
H 10.8999 -6.3224 -3.0228 -0.0922 -0.1294 -0.0505
H 5.5650 -5.9570 -5.3306 0.2525 0.0665 0.3659
H 7.0887 -6.3910 -6.1825 -0.3807 0.0055 -0.2922
H 6.6938 -4.6955 -5.9913 -0.3243 0.0387 -0.0641
C -7.2422 5.7186 1.6418 -0.8437 1.7800 1.5787
C -7.4277 7.1908 1.1094 1.2460 -0.7346 0.2685
C -7.2339 7.0312 -0.4087 -0.7815 2.1699 -0.5698
C -7.5370 8.3288 -1.1769 -0.5923 -0.1686 -0.0519
C -8.8128 9.0664 -0.7552 0.3760 0.4783 0.0200
C -9.0805 9.1425 0.7585 2.3794 0.6860 -0.0174
N -8.7647 7.8230 1.4641 -0.5577 0.3164 3.7661
O -9.2688 7.7161 2.8701 2.4969 0.4110 -6.0092
C -8.1921 10.3737 1.2968 -0.9711 -1.0475 1.3159
C -10.5039 9.4690 0.9479 -1.1245 0.8192 0.6955
C -6.1566 8.0338 1.6620 -0.3908 -0.4252 0.4473
H -8.1791 5.1754 1.7651 -0.0401 -0.0680 -0.7456
H -6.9569 5.8756 2.6821 0.4751 -0.4841 0.0923
H -6.4685 5.2018 1.0740 -0.2252 0.0287 0.1296
H -6.1725 6.8391 -0.5653 -0.1393 -0.5528 -0.0316
H -7.8793 6.3204 -0.9249 0.1430 -0.7086 0.7439
H -7.6883 8.0441 -2.2181 0.4689 0.2837 -0.2020
H -6.7284 9.0539 -1.0853 0.1966 -0.1917 -0.1556
H -9.7370 8.9121 -1.3121 0.0521 -1.1099 -0.0112
H -8.6034 10.0911 -1.0622 -0.1494 0.2931 0.1955
H -7.1146 10.4371 1.1445 -0.2216 -0.4539 -0.6077
H -8.6489 11.3224 1.0149 -0.0924 -0.1409 -0.3058
H -8.3097 10.2979 2.3778 0.0608 0.2231 0.2526
H -10.8079 10.3238 0.3438 0.1323 -0.3100 -0.7925
H -11.0747 8.5692 0.7186 -0.4146 0.3103 0.2160
H -10.7186 9.9130 1.9199 -0.0149 -0.8612 0.4839
H -5.6661 8.7802 1.0372 -0.7538 0.1347 -0.4892
H -5.3004 7.4044 1.9046 -0.2813 -0.7416 -0.1592
H -6.3626 8.5085 2.6213 -0.4299 0.0626 -0.0591
C -1.9053 0.0017 0.5310 0.6602 0.8498 0.7943
C -0.3797 0.3780 0.3905 -0.0132 -0.3268 0.7790
C 0.0640 0.0639 -1.0112 0.1725 -0.0324 -2.4422
C 1.2713 0.8396 -1.6241 -0.7846 -3.0489 -0.5716
C 1.1468 2.2478 -1.4181 0.6153 2.2062 1.6394
C 0.9180 2.6476 0.0717 -0.7920 0.9969 -0.8744
N -0.2626 1.8687 0.6436 0.5377 1.3330 4.1258
O -0.5977 2.3152 1.9665 1.0806 -1.9319 -4.9675
C 2.2931 2.4780 0.8442 -0.9412 -0.0367 -0.9971
C 0.5306 4.1731 -0.0548 1.1675 -0.8566 1.3201
C 0.4940 -0.4717 1.3648 -1.4961 0.0959 0.3753
H -2.1908 -1.0340 0.3465 0.5268 -0.0387 -0.3580
H -2.4934 0.6766 -0.0909 0.0741 -0.1415 -0.2284
H -2.2293 0.2093 1.5508 0.1351 0.0724 0.1195
H 0.2178 -0.9977 -1.2047 0.3034 -0.2626 0.8346
H -0.7968 0.1719 -1.6711 -0.1530 0.7946 -0.2196
H 1.3207 0.7183 -2.7062 -0.3709 -0.5865 -0.1815
H 2.2284 0.4134 -1.3236 0.0138 0.1125 0.5777
H 0.4019 2.7233 -2.0561 -0.1770 -0.1400 0.0579
H 2.1209 2.6659 -1.6718 -0.0555 0.5855 -0.1577
H 2.7885 1.6023 0.4249 -0.1442 -0.4513 0.6033
H 2.9913 3.2550 0.5328 -0.3259 0.4916 0.1229
H 2.2104 2.4722 1.9310 -0.1118 -0.1682 -0.1737
H 0.5876 4.5863 0.9522 -0.2515 0.3148 -0.0904
H 1.3654 4.5748 -0.6292 -0.0972 0.3524 -0.0217
H -0.4039 4.4612 -0.5361 -0.0510 -0.5959 0.0677
H 1.5705 -0.3047 1.4030 -0.1822 0.3052 -0.2401
H 0.2943 -1.5107 1.1029 0.2436 -0.0987 -0.1507
H 0.0405 -0.3628 2.3500 0.4163 0.2029 0.2593
O 0.2432 10.7588 -5.1167 0.2724 0.8719 -0.3798
C 1.3118 11.2381 -5.4850 -1.3219 0.0920 -1.0999
N 2.4382 10.7770 -4.9927 1.9189 -1.3052 1.4660
C 1.5026 12.2607 -6.5808 -1.4513 0.7115 0.0598
H 2.2721 10.0190 -4.3462 0.4790 -0.0477 0.0253
H 3.3632 10.9088 -5.3764 -0.3874 0.1875 0.0582
H 1.5664 11.7485 -7.5409 0.2439 0.0644 0.0234
H 2.2861 13.0043 -6.4350 0.3639 -0.5071 0.0554
H 0.5848 12.8484 -6.5978 -0.1159 -0.0673 -0.2084
```
Forces are in eV/Å.

Properties
E_HOMO (alpha / beta) = -0.3209 / -0.3506 Ha
⟨S²⟩ = 12.033
Molar mass = 2007.5 g mol⁻¹
Multiplicity = 7
DFT total energy = -929368.6401 eV

---

# 2
C31H44CrN7O2S2Te as an isolated structure. Source: OMol25; level of theory: ωB97M-V/def2-TZVPD.

XYZ file:
```
88
Properties=species:S:1:pos:R:3:forces:R:3
Cr 0.7128 -0.7080 -0.1090 1.3030 -0.6285 0.6055
N -1.2129 -0.5220 -1.4030 0.3580 -0.2147 0.3896
C -2.2865 -1.5286 -1.2184 -0.2269 -0.0355 -0.0273
C -2.8768 -1.5307 0.1867 0.2162 -0.1992 -0.1510
C -1.9341 -2.1141 1.2510 -0.1045 0.3238 0.0573
C -1.3162 -1.0554 2.1501 -0.0465 -0.5480 0.1036
N -0.5461 -0.0489 1.3886 0.0613 0.6048 0.5002
H -1.6292 0.4028 -1.3373 0.0530 0.0240 -0.0051
H -0.8621 -0.6146 -2.3529 0.0601 0.1186 0.0095
H -1.8572 -2.5080 -1.4306 0.0000 0.0108 -0.0183
H -3.0909 -1.3513 -1.9394 0.0799 0.0251 -0.0342
H -3.7818 -2.1377 0.1399 -0.0723 0.0967 -0.0124
H -3.1870 -0.5134 0.4531 -0.1091 -0.0212 0.0151
H -1.1364 -2.6745 0.7659 -0.0517 -0.1212 0.0513
H -2.4820 -2.8108 1.8874 0.0369 -0.0074 0.0132
H -0.6333 -1.5387 2.8491 0.0588 0.1782 0.0304
H -2.0990 -0.5571 2.7295 0.0896 0.0581 0.0181
H 0.0280 0.4524 2.1234 -0.1325 -0.2473 -0.3872
H -1.2076 0.6441 1.0430 0.1063 0.1178 -0.1096
S 2.1803 -1.4617 1.5794 -1.1079 0.3328 -0.9703
C 3.1374 -0.2670 2.4619 0.0622 0.3950 0.2346
C 4.5298 -0.4227 2.2140 0.3091 -0.0260 -0.2914
N 5.6465 -0.5621 1.9621 -0.0032 -0.0135 -0.0075
C 2.7595 0.6838 3.3789 -0.7257 -0.4436 -0.1025
S 1.2118 1.0401 4.0283 -0.2069 -0.2159 -0.5957
C 3.7868 1.5337 3.9044 0.4284 0.3345 0.1500
N 4.5488 2.2903 4.3183 0.0138 -0.0916 -0.0325
C -3.6542 4.4184 1.2132 0.0178 -0.0405 0.0105
Te -2.8177 2.9947 -0.1475 -0.1265 0.4037 -0.0869
C -2.0381 4.5392 -1.4169 0.0096 -0.0999 0.0943
H -2.8732 5.0895 1.5582 0.0732 -0.0554 -0.0011
H -4.0789 3.8937 2.0640 0.0158 -0.0708 -0.0072
H -4.4334 4.9846 0.7116 -0.0127 -0.0569 -0.0678
H -2.8565 5.1655 -1.7595 -0.0543 -0.0532 -0.0107
H -1.5481 4.0865 -2.2753 -0.0001 -0.0446 -0.0069
H -1.3227 5.1426 -0.8647 0.0325 -0.0472 0.0416
C 0.9880 1.6440 -1.9180 0.0062 0.1868 -0.1819
C 1.7467 2.8821 -2.4652 0.0106 -0.0115 0.1439
N 2.6858 3.3721 -1.4703 0.0983 0.2468 -0.1309
C 3.6786 2.3372 -1.2073 -0.1082 0.0056 0.0447
C 2.9796 1.0472 -0.7124 0.4063 0.1795 -0.0976
N 1.5089 1.2696 -0.5789 0.0527 -0.4542 -0.2342
C 1.2873 2.4131 0.3330 -0.0650 0.1574 0.1657
C 1.9763 3.6824 -0.2349 0.0407 -0.0759 -0.1003
H 1.1134 0.7881 -2.5801 -0.0631 -0.0043 0.0154
H -0.0764 1.8713 -1.8147 0.0004 -0.0475 0.0510
H 1.0536 3.6879 -2.7172 -0.0172 -0.0298 -0.0103
H 2.3072 2.6279 -3.3661 -0.0348 -0.0032 -0.0113
H 4.3809 2.7150 -0.4637 -0.0080 -0.0375 0.0121
H 4.2356 2.1513 -2.1270 0.0079 -0.0073 0.0264
H 3.3723 0.7494 0.2537 -0.0951 -0.0259 0.0487
H 3.1383 0.2298 -1.4105 -0.0599 -0.0397 0.0531
H 1.6879 2.1591 1.3097 -0.0166 -0.1401 0.1487
H 0.2122 2.5717 0.4320 0.0109 -0.0844 0.0407
H 2.6984 4.0824 0.4772 -0.0589 0.0019 0.0386
H 1.2469 4.4660 -0.4526 -0.0147 -0.0165 0.0504
C -2.1426 -9.0718 0.4856 0.1092 0.0606 -0.0471
C -0.9216 -8.5100 -0.1936 0.0315 -0.0354 -0.0394
C 0.1586 -9.3387 -0.4698 -0.0096 -0.0291 0.0663
C 1.2975 -8.8463 -1.0865 0.0185 0.0206 -0.0433
C 1.3617 -7.5148 -1.4474 -0.0546 0.0585 0.0236
C 0.2733 -6.6775 -1.2117 0.0368 -0.2048 -0.0864
N 0.3250 -5.3135 -1.5916 0.1540 -0.0419 0.0203
C 0.8985 -4.8357 -2.7417 -0.1723 0.1648 0.0605
C 1.0471 -5.6440 -3.8837 0.0003 -0.0910 -0.0069
C 1.5733 -5.1383 -5.0501 0.0181 0.0802 0.1347
C 1.9741 -3.8047 -5.1359 0.0425 0.0693 -0.1362
C 1.8242 -2.9917 -4.0385 0.0093 -0.0374 0.0151
C 1.2878 -3.4777 -2.8388 0.1092 -0.0604 0.0034
C 1.1470 -2.5377 -1.7240 -0.2145 -0.2916 0.1300
O 0.5196 -2.8102 -0.6572 -0.0334 0.1991 0.1132
O 1.6064 -1.3481 -1.8132 -0.3192 0.6120 0.1868
C -0.8733 -7.1647 -0.5759 0.0300 0.1584 -0.1011
C -2.0261 -6.2358 -0.3037 0.0426 -0.1011 0.0099
H -1.9615 -10.0968 0.8033 -0.0330 -0.0065 0.0140
H -2.9973 -9.0722 -0.1946 -0.0445 -0.0089 0.0550
H -2.4114 -8.4805 1.3619 -0.0537 -0.0330 0.0135
H 0.1136 -10.3823 -0.1838 -0.0185 -0.0054 0.0135
H 2.1402 -9.4975 -1.2772 0.0046 -0.0084 0.0163
H 2.2539 -7.1087 -1.9044 0.0179 -0.0058 -0.0152
H 0.2227 -4.6221 -0.8605 -0.0287 -0.0473 0.0191
H 0.7305 -6.6757 -3.8399 -0.0148 -0.0171 0.0171
H 1.6770 -5.7841 -5.9123 -0.0309 -0.0368 0.0076
H 2.3912 -3.4167 -6.0547 0.0053 0.0117 0.0038
H 2.1231 -1.9534 -4.0814 0.0116 0.0043 0.0325
H -2.0470 -5.4247 -1.0302 -0.0105 0.0125 0.0060
H -1.9356 -5.7955 0.6936 -0.0694 0.0371 0.0085
H -2.9761 -6.7650 -0.3504 -0.0307 0.0307 0.0328
```
Forces are in eV/Å.

Properties
E_HOMO (alpha / beta) = -0.2578 / -0.2581 Ha
⟨S²⟩ = 0.820
Molar mass = 790.5 g mol⁻¹
Multiplicity = 2
Energy above the lowest of the compared OMol25 structures with the same formula, charge and spin = 6.5 kcal/mol
DFT total energy = -104771.9478 eV